Record 1
120
Properties=species:S:1:pos:R:3:forces:R:3 method="wB97M-V/def2-TZVPD" charge=+1 lumo_energy_ev="-3.76 / -3.76" homo_lumo_gap_ev="5.97 / 5.97" e_homo_ev="-9.73 / -9.73"
Pt -0.834572 -0.112393 -0.524991 -0.59 -4.56 0.88
Br -3.166972 1.225207 0.215009 0.41 -0.40 -0.17
C -4.171572 -0.397593 -0.015491 -0.28 0.11 0.20
C -5.422672 -0.452993 0.528109 0.46 0.38 -0.04
C -6.187872 -1.615993 0.374809 -0.05 -0.30 -0.19
C -5.711572 -2.645193 -0.385891 -0.20 0.11 0.11
C -4.434072 -2.586093 -0.980891 0.20 0.29 0.04
C -3.962072 -3.619693 -1.813791 0.14 -0.24 -0.11
C -2.703472 -3.570593 -2.346091 -0.36 -0.18 0.18
C -1.839972 -2.522193 -1.995191 0.14 0.38 -0.12
C -2.262272 -1.465093 -1.222191 0.29 1.17 -0.42
C -3.593872 -1.457993 -0.742091 -0.14 -0.17 -0.02
H -5.815572 0.391407 1.070309 -0.05 0.10 0.11
H -7.155872 -1.672693 0.849009 -0.10 -0.03 -0.03
H -6.309872 -3.527893 -0.547891 -0.10 -0.13 -0.01
H -4.614572 -4.456793 -2.014991 -0.07 -0.07 -0.06
H -2.351772 -4.353093 -3.002891 0.02 -0.09 0.00
H -0.817972 -2.557893 -2.354591 -0.03 0.08 -0.06
C 5.077728 -4.181293 4.546309 -0.16 0.19 -0.44
S 4.945928 -3.789393 2.780209 -0.09 -0.10 0.02
C 3.158428 -3.467793 2.672409 0.65 0.15 0.12
C 2.783928 -2.070793 3.137209 -0.28 -0.11 -0.09
C 1.288228 -1.779293 2.983609 0.37 -0.03 0.40
N 0.867528 -1.494893 1.621409 -0.43 -0.07 -0.84
P 1.093428 -0.002193 0.796809 0.56 0.52 0.57
C 1.282728 1.246407 2.099109 0.04 -0.23 -0.21
C 0.159028 2.008807 2.399409 0.05 -0.08 -0.02
C 0.207328 2.968507 3.392709 -0.02 -0.01 0.10
C 1.389928 3.181307 4.081309 0.00 0.06 0.00
C 2.514628 2.428707 3.782209 0.11 0.03 0.10
C 2.467628 1.459407 2.797109 -0.08 0.04 0.02
C 2.735628 -0.160593 0.037209 -0.15 0.14 0.08
C 3.179428 -1.414993 -0.367991 -0.16 0.12 0.14
C 4.423228 -1.561493 -0.948991 0.02 -0.03 -0.09
C 5.218728 -0.446393 -1.156991 0.02 0.02 -0.02
C 4.762428 0.812807 -0.795491 0.09 0.00 -0.07
C 3.519428 0.962307 -0.207391 -0.09 -0.13 0.02
P -0.188472 -2.465893 0.673909 0.02 1.86 1.36
C 0.567328 -4.139893 0.678009 -0.32 0.42 -1.02
C 0.539528 -5.034393 1.743409 -0.15 0.15 0.09
C 1.223328 -6.233693 1.650509 0.02 -0.03 0.02
C 1.913728 -6.564093 0.494709 0.00 0.06 -0.05
C 1.905528 -5.697793 -0.586791 0.10 -0.07 -0.02
C 1.232728 -4.493793 -0.492891 -0.01 0.03 -0.02
C -1.644872 -2.676093 1.733509 -0.12 -0.11 -0.39
C -2.102772 -1.578593 2.456709 0.24 0.00 0.07
C -3.257872 -1.678693 3.209009 0.06 0.07 0.06
C -3.968572 -2.868993 3.226909 -0.02 -0.08 -0.02
C -3.537072 -3.950193 2.475909 -0.14 -0.05 0.10
C -2.386072 -3.853093 1.717409 0.20 0.07 -0.06
H 6.124128 -4.388493 4.742909 0.07 -0.02 0.09
H 4.477728 -5.059093 4.770509 0.00 -0.06 0.11
H 4.753128 -3.328993 5.136209 0.04 -0.02 0.18
H 2.647428 -4.232393 3.258209 -0.07 -0.01 -0.08
H 2.913928 -3.599893 1.620909 -0.06 -0.10 -0.01
H 3.358428 -1.343693 2.561409 0.05 0.03 0.10
H 3.042128 -1.954093 4.191709 0.06 0.07 0.00
H 1.033928 -0.922193 3.618009 -0.10 -0.10 -0.07
H 0.709628 -2.635293 3.342509 -0.05 0.09 0.06
H -0.745172 1.851607 1.832309 -0.14 -0.03 -0.07
H -0.674972 3.541607 3.633709 -0.07 0.11 -0.01
H 1.440328 3.943907 4.843509 0.00 0.04 0.10
H 3.433728 2.595107 4.322409 0.10 0.04 0.06
H 3.354028 0.886107 2.570809 0.07 -0.05 -0.04
H 2.543828 -2.273693 -0.208091 0.12 -0.09 0.04
H 4.767728 -2.544793 -1.232291 0.07 -0.07 -0.05
H 6.191228 -0.560093 -1.607891 0.14 0.01 -0.04
H 5.381428 1.680707 -0.966191 0.09 0.07 -0.02
H 3.152928 1.938307 0.074909 0.03 0.12 0.03
H -0.001372 -4.794393 2.646409 -0.05 0.02 0.09
H 1.228228 -6.915193 2.487709 -0.05 -0.04 0.09
H 2.452228 -7.497593 0.434509 0.02 -0.08 0.00
H 2.421028 -5.959593 -1.497991 0.05 -0.02 -0.08
H 1.218228 -3.810893 -1.331391 0.04 0.01 -0.13
H -1.529572 -0.655993 2.432509 -0.11 0.00 0.07
H -3.598372 -0.834193 3.791009 -0.03 0.06 0.02
H -4.857872 -2.959393 3.830709 -0.12 0.02 0.05
H -4.089072 -4.877493 2.494109 -0.10 -0.07 -0.03
H -2.052672 -4.690993 1.120909 -0.05 -0.07 -0.02
O 0.089728 2.246207 -0.804491 -0.08 0.42 0.05
P -0.333572 3.244307 -1.820091 0.13 1.07 -1.03
N -1.213872 2.481307 -3.014491 0.61 0.24 0.50
C -1.602972 3.140807 -4.258991 -0.15 0.34 -0.25
C -1.833872 2.005207 -5.263791 0.07 -0.03 0.05
C -0.973272 0.871107 -4.713491 -0.04 0.06 0.04
C -1.195372 1.042107 -3.217291 -0.26 -0.46 0.07
N 0.895528 4.063707 -2.640591 -1.05 -0.48 0.53
C 1.919028 3.220407 -3.253991 0.06 -0.41 -0.52
C 3.272228 3.713507 -2.712391 -0.01 0.01 0.06
C 2.895728 4.615907 -1.539791 0.01 0.02 -0.13
C 1.564628 5.188407 -2.006991 0.19 0.39 0.21
N -1.185072 4.506507 -1.185391 0.20 -0.55 -0.15
C -1.729272 4.571207 0.156209 0.11 -0.15 0.31
C -3.149372 5.136707 -0.003291 0.03 0.06 -0.04
C -3.213672 5.640207 -1.455591 0.01 0.04 -0.01
C -1.759572 5.608907 -1.928491 -0.11 0.24 -0.20
H -0.801772 3.808607 -4.591191 -0.08 0.04 -0.02
H -2.513872 3.726207 -4.110091 0.05 0.06 -0.11
H -1.562072 2.295107 -6.275491 -0.05 0.03 -0.05
H -2.882672 1.703507 -5.257991 0.00 0.02 -0.04
H 0.077228 1.033007 -4.958791 0.06 -0.02 -0.02
H -1.275672 -0.109793 -5.072591 0.01 -0.06 -0.01
H -0.401872 0.560507 -2.613691 -0.10 0.07 -0.16
H -2.174972 0.618607 -2.945691 0.28 -0.05 -0.02
H 1.877828 3.317307 -4.344491 0.03 -0.12 0.06
H 1.736328 2.172607 -2.993391 0.10 0.00 -0.07
H 3.782928 4.302107 -3.475091 0.05 -0.04 -0.01
H 3.917928 2.888507 -2.423091 0.04 -0.02 -0.07
H 3.648828 5.373307 -1.339391 0.03 0.08 0.07
H 2.726928 4.033307 -0.633891 0.01 -0.03 0.08
H 1.722828 5.974207 -2.754791 0.00 0.05 0.11
H 0.964728 5.583707 -1.192191 -0.02 0.12 -0.03
H -1.108172 5.242107 0.764409 -0.08 -0.10 0.07
H -1.715172 3.584707 0.610609 0.11 -0.02 0.16
H -3.315372 5.948007 0.701809 -0.06 -0.02 0.07
H -3.897472 4.367807 0.176809 -0.07 0.01 0.05
H -3.639772 6.637507 -1.523091 -0.07 0.04 -0.08
H -3.813472 4.965607 -2.064891 -0.03 -0.01 -0.05
H -1.252872 6.542707 -1.654191 0.02 0.02 -0.06
H -1.658872 5.469007 -3.001491 0.07 0.06 -0.01

---

Record 2
15
Properties=species:S:1:pos:R:3:forces:R:3 method="wB97M-V/def2-TZVPD" lumo_energy_ev=0.08 homo_lumo_gap_ev=11.09 e_homo_ev=-11.01
O -11.206174 -7.486845 15.279112 0.00 0.13 -0.21
H -11.730507 -6.732954 14.983898 0.11 -0.06 0.00
H -10.628044 -7.688550 14.532462 -0.11 -0.02 0.09
O -10.060671 -8.143467 17.926036 0.18 0.16 -0.17
H -10.964997 -7.947586 18.195880 -0.02 -0.12 -0.04
H -10.020460 -7.877411 16.994012 -0.23 -0.10 0.36
O -15.009314 -7.646135 20.525205 0.12 0.05 -0.16
H -14.952270 -8.587920 20.332968 0.02 0.06 0.11
H -14.399604 -7.236127 19.892184 -0.07 -0.12 -0.06
O -12.951081 -6.808412 18.493112 0.16 -0.14 -0.26
H -12.247653 -6.175182 18.299441 -0.19 0.07 0.16
H -13.319579 -7.043276 17.632263 0.04 0.03 0.10
O -14.364772 -4.704513 20.676911 0.04 0.09 0.01
H -15.257621 -4.575031 21.013324 0.06 -0.06 -0.03
H -14.121984 -5.585527 20.981404 -0.09 0.05 0.11

---

Record 3
20
Properties=species:S:1:pos:R:3:forces:R:3 method="wB97M-V/def2-TZVPD" lumo_energy_ev=0.87 homo_lumo_gap_ev=8.93 e_homo_ev=-8.06
C -0.759914 1.628829 0.704240 0.45 -0.76 1.05
N -0.176610 0.287814 0.600675 -0.43 0.20 -0.53
C 1.054256 -0.151396 1.221130 -0.18 -0.52 0.30
C 2.019949 -0.654838 0.093039 -0.57 2.70 1.54
C 1.130617 -0.843686 -1.096637 0.41 -1.78 -1.45
C -0.305127 -0.470777 -0.594357 1.01 -0.40 -2.95
H -1.020514 1.774579 1.774870 -0.35 0.07 -0.71
H -0.062055 2.428383 0.482219 0.37 0.28 -0.41
H -1.637152 1.710645 0.049044 0.25 -0.04 0.48
H 0.747405 -0.970188 1.927814 0.88 0.64 -0.27
H 1.692847 0.612672 1.663121 -0.91 0.29 0.89
H 2.589439 0.270025 -0.102478 0.35 -0.60 -0.04
H 2.641025 -1.308507 0.679261 0.49 -1.19 -1.02
H 1.546625 -0.348759 -2.005639 -0.63 0.51 0.87
H 1.125674 -1.865977 -1.493609 -0.17 -0.20 0.45
H -0.826479 -1.457193 -0.620708 -0.01 0.55 1.05
H -0.749355 0.060435 -1.466514 -0.02 0.30 0.68
O -3.101877 -0.400477 -0.259063 0.29 0.13 -0.30
H -3.695846 -0.015415 -0.907050 -0.19 0.01 -0.04
H -2.212903 -0.286162 -0.649355 -1.02 -0.19 0.40

---

Record 4
27
Properties=species:S:1:pos:R:3:forces:R:3 method="wB97M-V/def2-TZVPD" lumo_energy_ev=0.99 homo_lumo_gap_ev=8.86 e_homo_ev=-7.87
C 2.438312 1.060523 0.755972 0.78 -0.53 -0.80
C 1.618467 -0.186650 0.614941 -0.18 -0.20 1.18
C 1.506645 -1.120270 1.601705 0.26 -0.61 -0.37
N 0.386197 -1.915662 1.403911 -0.26 0.05 -0.18
C -0.242075 -1.473060 0.253999 0.54 -0.71 -0.66
C -1.339728 -2.004474 -0.406205 -0.32 0.23 -0.08
C -1.699636 -1.392669 -1.592776 0.00 -0.03 -0.23
C -0.921102 -0.378501 -2.151953 1.08 0.37 -0.27
C 0.255370 0.086558 -1.563723 -1.46 -0.93 -0.12
C 0.555479 -0.476514 -0.320709 0.58 1.56 0.21
H 3.056016 1.050885 1.656090 -0.30 -0.09 0.12
H 1.793693 1.937599 0.766946 0.15 0.08 -0.04
H 3.167934 1.123352 -0.062905 -0.28 0.37 -0.05
H 2.216427 -1.376608 2.373600 -0.22 0.30 0.27
H 0.315373 -2.898175 1.615994 0.14 0.16 0.42
H -1.892161 -2.848863 -0.014726 -0.06 0.04 0.05
H -2.551221 -1.723012 -2.167465 -0.15 -0.20 0.12
H -1.107003 0.001656 -3.144909 -0.52 -0.05 -0.09
H 0.860562 0.751673 -2.164928 0.26 0.22 0.56
C -1.668249 2.470915 0.792584 0.72 0.54 -1.15
C -0.687850 3.395461 0.047950 -0.52 0.52 0.19
H -1.884840 1.715933 0.041659 -0.10 -0.64 0.37
H -1.146655 2.066210 1.654784 -0.48 -0.28 0.21
H -2.622303 2.946443 0.999614 0.10 0.15 0.50
H -1.207677 3.942592 -0.744485 0.22 -0.50 -0.40
H 0.153181 2.800314 -0.302320 -0.10 0.15 -0.43
H -0.275873 4.213450 0.624972 0.14 0.02 0.66

---

What did the second record say?
15
Properties=species:S:1:pos:R:3:forces:R:3 method="wB97M-V/def2-TZVPD" lumo_energy_ev=0.08 homo_lumo_gap_ev=11.09 e_homo_ev=-11.01
O -11.206174 -7.486845 15.279112 0.00 0.13 -0.21
H -11.730507 -6.732954 14.983898 0.11 -0.06 0.00
H -10.628044 -7.688550 14.532462 -0.11 -0.02 0.09
O -10.060671 -8.143467 17.926036 0.18 0.16 -0.17
H -10.964997 -7.947586 18.195880 -0.02 -0.12 -0.04
H -10.020460 -7.877411 16.994012 -0.23 -0.10 0.36
O -15.009314 -7.646135 20.525205 0.12 0.05 -0.16
H -14.952270 -8.587920 20.332968 0.02 0.06 0.11
H -14.399604 -7.236127 19.892184 -0.07 -0.12 -0.06
O -12.951081 -6.808412 18.493112 0.16 -0.14 -0.26
H -12.247653 -6.175182 18.299441 -0.19 0.07 0.16
H -13.319579 -7.043276 17.632263 0.04 0.03 0.10
O -14.364772 -4.704513 20.676911 0.04 0.09 0.01
H -15.257621 -4.575031 21.013324 0.06 -0.06 -0.03
H -14.121984 -5.585527 20.981404 -0.09 0.05 0.11

---

Repeat the third record exactly.
20
Properties=species:S:1:pos:R:3:forces:R:3 method="wB97M-V/def2-TZVPD" lumo_energy_ev=0.87 homo_lumo_gap_ev=8.93 e_homo_ev=-8.06
C -0.759914 1.628829 0.704240 0.45 -0.76 1.05
N -0.176610 0.287814 0.600675 -0.43 0.20 -0.53
C 1.054256 -0.151396 1.221130 -0.18 -0.52 0.30
C 2.019949 -0.654838 0.093039 -0.57 2.70 1.54
C 1.130617 -0.843686 -1.096637 0.41 -1.78 -1.45
C -0.305127 -0.470777 -0.594357 1.01 -0.40 -2.95
H -1.020514 1.774579 1.774870 -0.35 0.07 -0.71
H -0.062055 2.428383 0.482219 0.37 0.28 -0.41
H -1.637152 1.710645 0.049044 0.25 -0.04 0.48
H 0.747405 -0.970188 1.927814 0.88 0.64 -0.27
H 1.692847 0.612672 1.663121 -0.91 0.29 0.89
H 2.589439 0.270025 -0.102478 0.35 -0.60 -0.04
H 2.641025 -1.308507 0.679261 0.49 -1.19 -1.02
H 1.546625 -0.348759 -2.005639 -0.63 0.51 0.87
H 1.125674 -1.865977 -1.493609 -0.17 -0.20 0.45
H -0.826479 -1.457193 -0.620708 -0.01 0.55 1.05
H -0.749355 0.060435 -1.466514 -0.02 0.30 0.68
O -3.101877 -0.400477 -0.259063 0.29 0.13 -0.30
H -3.695846 -0.015415 -0.907050 -0.19 0.01 -0.04
H -2.212903 -0.286162 -0.649355 -1.02 -0.19 0.40